w:
Below is a 11-piece molecular cluster, C22H66O11 overall, with properties calculated with the ωB97M-V functional and the def2-TZVPD basis.

Last column: Löwdin charge in e.
Element x y z (Å)
1 C 1.15319 -5.31614 -1.55556  -0.317
2 H 2.56921 2.01204 -1.86294  0.060
3 H -1.08109 1.84916 -2.29512  0.050
4 H 3.30876 -0.50180 -1.21715  0.099
5 H 5.81172 -2.62575 3.29302  0.109
6 H -1.89776 -0.12595 -2.92861  0.054
7 O -3.39424 -2.55788 2.06978  -0.079
8 C -0.39831 0.51742 0.36767  -0.310
9 H -3.44453 -3.54260 -1.11444  0.067
10 H -1.35364 4.17075 -1.21818  0.103
11 H 2.69912 -4.22696 -2.46235  0.083
12 H 2.51307 -6.64436 -0.88041  0.078
13 C -3.06306 4.28729 -2.61025  -0.078
14 H 1.54316 -4.13958 2.01398  0.062
15 H 0.37219 -5.38438 2.46568  0.084
16 H -5.80075 3.68347 -0.66748  0.063
17 H -4.77414 2.74212 1.58873  0.118
18 O 1.90920 -6.53117 -1.61806  -0.086
19 H 0.10781 -1.55998 0.81497  0.055
20 H 3.53051 0.46841 -2.54919  0.114
21 O 0.94122 1.21266 5.09796  -0.089
22 C 1.62031 4.82015 -1.22739  -0.083
23 C 1.43154 1.21565 3.77800  -0.334
24 H -2.57919 4.93151 -3.34438  0.075
25 H -0.00146 1.03113 5.09997  0.084
26 H 4.17367 5.71169 -2.81884  0.080
27 H 0.14426 -3.95982 1.33188  0.041
28 H 4.77596 1.70938 -0.10419  0.079
29 H 4.12055 -0.65585 1.73087  0.063
30 C 4.86804 1.07286 -0.98422  -0.082
31 H 5.46901 0.24701 -0.60357  0.056
32 H -4.72670 0.67052 0.86553  0.121
33 H -2.33031 0.60170 0.03063  0.040
34 H -4.72511 -2.79237 -0.19282  0.072
35 C 4.73082 -1.55597 1.65698  -0.071
36 H -3.55040 1.45958 -3.96852  0.101
37 O -1.54798 0.20256 -0.35698  -0.069
38 C 0.54451 -0.68811 0.32790  -0.067
39 C -2.49396 -0.44732 -3.78263  -0.071
40 H 1.04895 0.36260 3.21762  0.087
41 H 0.37443 -5.31000 -2.31818  0.115
42 O 3.72395 -2.57888 3.56008  -0.086
43 C 3.56150 0.52998 -1.46137  -0.330
44 H -6.50518 2.16995 -0.32737  0.066
45 O -4.79150 -0.01138 -4.43438  -0.064
46 C 1.09472 2.59872 3.24192  -0.075
47 O -1.33873 2.64967 -2.75815  -0.082
48 H 5.68505 -1.20718 1.26214  0.067
49 H 5.32246 1.72445 -1.73057  0.076
50 C -4.47831 2.50708 0.56631  -0.333
51 C 0.15622 -3.46294 3.53332  -0.269
52 H 1.32349 -3.22582 -1.79846  0.065
53 C -3.64382 -2.81399 -0.32862  -0.067
54 H 0.56129 -4.10652 4.31424  0.106
55 H -2.46735 2.83955 -1.13464  0.074
56 H 1.44766 5.85531 -0.93288  0.084
57 C -3.68787 0.41823 -3.67733  -0.368
58 O 2.54704 1.43209 -1.09825  -0.088
59 C 3.08767 4.63505 -1.50905  -0.316
60 H 1.63496 2.70597 2.30131  0.068
61 H 3.64877 4.60382 -0.57508  0.109
62 H -5.13872 2.30744 -1.56694  0.054
63 H -3.85471 3.75472 -3.13730  0.060
64 H 4.25845 -2.31845 1.03764  0.070
65 O -1.24066 -3.43519 3.76055  -0.094
66 H -3.82514 3.32197 0.25418  0.091
67 O -4.03756 1.25063 0.53362  -0.068
68 H 3.73304 -2.58022 4.52003  0.088
69 H 2.49819 1.05333 3.93296  0.109
70 H 0.08041 1.46616 0.12513  0.099
71 H 4.95553 -1.11302 3.71448  0.106
72 H -3.60888 4.92946 -1.91902  0.067
73 H -3.31004 -1.83420 -0.67025  0.047
74 H 2.44768 -3.84027 -0.67798  0.058
75 C -1.98343 3.52514 -1.83026  -0.291
76 C 0.50534 -4.31581 2.29676  -0.085
77 H -2.70649 -4.29043 1.00441  0.104
78 C -2.81927 -3.20850 0.93501  -0.311
79 H -2.69610 -2.71134 2.71059  0.025
80 H -2.91539 -1.41218 -3.50060  0.077
81 H 1.21218 4.17172 -0.45210  0.064
82 H -0.50298 0.57367 1.45117  0.094
83 C 4.92082 -2.02325 3.11583  -0.330
84 H -1.82172 -2.80812 0.75421  0.077
85 H 1.42334 3.31865 3.99146  0.080
86 C 1.99698 -4.06879 -1.64377  -0.085
87 H -3.96974 0.39891 -2.62459  0.100
88 H -2.00830 -0.57690 -4.74982  0.085
89 H 0.64309 -5.41132 -0.59700  0.091
90 H -1.61789 -4.29897 3.57840  0.091
91 H 1.02497 4.62615 -2.11960  0.073
92 C -5.55505 2.62307 -0.61031  -0.052
93 H -5.30781 0.79596 -4.49120  0.075
94 H 0.51876 -2.43522 3.55471  0.111
95 H 3.45951 3.78979 -2.08816  0.095
96 O 3.43974 5.82300 -2.21010  -0.084
97 H 1.33010 -0.36985 1.01321  0.058
98 H 0.98321 -0.94488 -0.63632  0.061
99 H 0.00798 2.59028 3.15809  0.074

Computed properties:
Structure (SMILES) ... CCO.CCO.CCO.CCO.CCO.CCO.CCO.CCO.CCO.CCO.CCO
Charge ... 0
HOMO energy ... -9.8 eV

***

x:
Below is a 11-piece molecular cluster, C22H66O11 overall, with properties calculated with the ωB97M-V functional and the def2-TZVPD basis.

Last column: Löwdin charge in e.
Element x y z (Å)
1 C -9.72332 -20.58828 -8.95935  -0.320
2 H -5.69398 -20.09754 -14.14773  0.073
3 H -1.53516 -25.44707 -8.73107  0.090
4 O -6.24566 -22.42078 -5.22825  -0.112
5 O -1.00163 -24.75944 -6.82694  -0.092
6 H -4.76356 -16.82345 -7.15563  0.110
7 H -7.52906 -21.23253 -5.21936  0.042
8 H -7.19533 -25.05090 -7.96642  0.070
9 H -6.34311 -15.18516 -7.89109  0.079
10 H -4.17360 -25.65424 -6.24905  0.058
11 H -4.92383 -21.78391 -7.56956  0.073
12 H -4.94830 -21.22142 -4.12257  0.104
13 H -10.00984 -21.59514 -8.62106  0.108
14 H -4.91578 -21.98064 -11.28418  0.031
15 H -7.89805 -19.63640 -9.73592  0.064
16 C -2.37392 -28.20055 -7.21330  -0.063
17 C -2.14927 -26.16528 -12.61310  -0.279
18 H -3.72404 -23.87222 -8.31930  0.101
19 H -3.76857 -23.28884 -5.15729  0.077
20 O -2.02710 -25.35720 -11.43720  -0.110
21 H -6.39466 -19.61095 -6.10678  0.104
22 C 0.63221 -25.20438 -8.60333  -0.071
23 C -5.32066 -22.03210 -13.19288  -0.318
24 H -8.47773 -26.14911 -7.87304  0.085
25 C -0.12828 -21.98561 -12.36526  -0.256
26 H -6.17342 -25.58130 -4.64858  0.099
27 H -3.75116 -27.89888 -5.57771  0.113
28 C -5.37383 -22.22918 -4.12057  -0.283
29 O -3.33366 -26.09168 -6.44580  -0.103
30 O -5.96592 -15.82162 -8.50371  -0.083
31 C -2.26579 -25.27458 -13.83594  -0.077
32 H -4.73005 -22.92366 -13.41363  0.091
33 C -6.91475 -18.80138 -4.13942  -0.071
34 H -5.14501 -19.06671 -8.52086  0.057
35 H -5.99137 -22.19395 -3.21602  0.118
36 H -6.10716 -18.02882 -9.57901  0.071
37 C -3.90402 -23.03506 -9.00334  -0.296
38 H -6.27768 -23.33444 -5.55008  0.062
39 H -7.67639 -26.78716 -5.52506  0.120
40 H -7.79746 -18.61025 -6.20675  0.097
41 C -5.28854 -18.04118 -8.85998  -0.075
42 H 0.77675 -25.20255 -9.68224  0.058
43 C -5.24284 -21.06248 -14.36944  -0.091
44 O 0.20461 -23.37628 -12.13077  -0.122
45 H -4.51378 -24.20578 -3.82009  0.063
46 H 0.83847 -21.51391 -12.54303  0.111
47 H -6.37433 -22.30790 -13.07907  0.106
48 C -7.06989 -26.23964 -6.26334  -0.298
49 H -1.91507 -25.04857 -6.64031  0.030
50 H -5.74278 -21.56670 -15.19956  0.071
51 H -10.46443 -20.23448 -9.68250  0.109
52 O -4.19439 -23.45707 -10.31888  -0.085
53 H -2.57267 -29.22892 -7.51510  0.073
54 H -8.45590 -24.64837 -6.78813  0.085
55 O -6.18090 -25.34961 -5.58209  -0.105
56 C -8.28968 -20.62252 -9.48608  -0.076
57 H -1.39208 -24.63340 -13.98201  0.066
58 C -7.90654 -25.46739 -7.24171  -0.063
59 H -2.99089 -26.85059 -12.55527  0.111
60 H -8.09482 -21.30251 -10.31687  0.073
61 H -1.14522 -20.43913 -11.23609  0.080
62 H -1.24098 -26.77067 -12.62678  0.109
63 H -1.53953 -28.28686 -6.51661  0.077
64 H -2.06837 -27.63467 -8.09295  0.066
65 H -4.22175 -20.84303 -14.68864  0.065
66 C -5.15788 -22.32410 -8.48590  -0.072
67 H -6.55717 -27.11775 -6.67601  0.101
68 C -0.78974 -24.82683 -8.22203  -0.348
69 H -1.92608 -21.98156 -11.09601  0.058
70 H -4.36005 -17.73504 -9.34333  0.077
71 O -9.84312 -19.71379 -7.86308  -0.087
72 H -7.67018 -20.96442 -8.64999  0.053
73 H -6.24419 -17.93618 -4.18461  0.074
74 H -0.75628 -21.92885 -13.25254  0.108
75 H -3.04341 -22.36567 -8.90446  0.107
76 H -5.50188 -21.54495 -9.17468  0.051
77 H 0.84231 -23.44293 -11.41529  0.074
78 H -3.55985 -24.10415 -10.66144  0.065
79 C -7.26744 -19.27511 -5.52832  -0.308
80 O -4.99050 -21.32589 -12.00167  -0.103
81 H -6.00816 -23.00608 -8.48536  0.068
82 H -9.49145 -20.15075 -7.07881  0.046
83 H -1.39450 -24.64344 -11.59952  0.047
84 C -4.21333 -23.21267 -4.16723  -0.067
85 H -7.84439 -18.48307 -3.66729  0.081
86 H -3.13868 -24.62787 -13.73386  0.059
87 H -0.34831 -21.67710 -10.25772  0.072
88 H 1.34035 -24.54036 -8.10153  0.075
89 H -6.38191 -19.53005 -3.53521  0.055
90 H -2.33078 -25.76760 -14.80920  0.076
91 H -4.42392 -27.69040 -7.22947  0.100
92 H -3.41210 -22.99967 -3.45500  0.083
93 H 0.91168 -26.18061 -8.19868  0.073
94 C -5.63038 -17.01674 -7.79827  -0.315
95 C -3.57935 -27.48323 -6.57185  -0.285
96 H -1.02516 -23.81036 -8.57306  0.092
97 H -6.48105 -17.31732 -7.18597  0.082
98 O -8.09083 -20.45481 -5.44295  -0.125
99 C -0.94551 -21.51311 -11.15501  -0.070

Computed properties:
Structure (SMILES) ... CCO.CCO.CCO.CCO.CCO.CCO.CCO.CCO.CCO.CCO.CCO
Charge ... 0
HOMO energy ... -9.5 eV

***

y:
Below is a 11-piece molecular cluster, C22H66O11 overall, with properties calculated with the ωB97M-V functional and the def2-TZVPD basis.

Last column: Löwdin charge in e.
Element x y z (Å)
1 C -2.69544 12.31880 20.12482  -0.279
2 H -1.68304 14.95505 8.04506  0.110
3 H -6.22198 18.37623 12.94270  0.099
4 H -3.05037 11.44981 2.21929  0.090
5 H -11.87528 10.98986 12.42212  0.100
6 H -0.14483 9.91743 14.79972  0.075
7 H -14.25064 17.71327 8.98811  0.104
8 H -5.78380 18.24250 15.35716  0.073
9 H -4.86857 4.04644 12.93837  0.078
10 H -3.75090 0.58317 12.57118  0.063
11 H -3.56729 12.22294 18.09002  0.072
12 C -13.22853 17.87104 9.33236  -0.353
13 C -7.06035 18.59470 13.60414  -0.364
14 H -13.86284 9.75906 13.31392  0.062
15 C 0.16150 15.90394 8.25748  -0.102
16 H -6.79359 11.93987 11.76702  0.070
17 H -3.79642 13.75067 18.93074  0.067
18 H -9.40601 15.08456 3.13543  0.050
19 C -3.25202 10.69548 -0.78180  -0.083
20 H -5.43420 11.05892 9.06408  0.107
21 C -5.16281 2.17658 12.74086  -0.318
22 C -1.30567 15.97758 8.03434  -0.348
23 H -2.63486 9.82341 -0.56571  0.069
24 O -7.12482 12.11370 9.21113  -0.098
25 H -9.52352 15.30169 16.94265  0.079
26 H -1.84083 16.54503 8.79571  0.109
27 O -2.83011 10.87833 1.48005  -0.069
28 H -11.58837 17.05382 8.01425  0.074
29 H -3.99411 10.42590 -1.53329  0.070
30 H -14.32086 11.42098 12.75760  0.062
31 H 0.26872 7.54357 16.19442  0.113
32 H -2.25203 13.44477 18.28460  0.066
33 H -0.52771 6.81893 14.76878  0.113
34 O -9.71944 15.13426 17.86741  -0.080
35 H -2.04355 10.47578 20.49880  0.068
36 O -7.07345 15.67388 3.83307  -0.066
37 C -3.79910 1.63710 12.29729  -0.082
38 H -13.15354 10.86497 9.82127  0.078
39 H -7.17780 19.32073 15.62168  0.068
40 H -1.65026 8.52979 16.59391  0.078
41 C -3.09075 12.93740 18.76126  -0.099
42 O -1.52884 16.72959 6.84799  -0.078
43 C -12.57507 10.55648 11.70759  -0.298
44 H -7.62646 15.14105 4.40915  0.085
45 C -9.00138 15.82322 2.44351  -0.089
46 H -10.58200 11.75034 17.63028  0.073
47 C -0.09688 8.89338 14.42942  -0.093
48 C -14.00622 10.42080 12.45972  -0.061
49 O -5.22441 3.49441 12.23819  -0.104
50 H -9.46833 12.69202 16.62363  0.062
51 O -12.53401 11.22635 10.45939  -0.095
52 H -8.64622 17.53778 13.09426  0.088
53 H -5.49172 2.32489 13.76942  0.109
54 H 0.32732 15.71148 9.31746  0.072
55 H -3.65553 11.90729 20.43625  0.099
56 H -7.53520 19.41813 13.07067  0.108
57 H -2.41593 16.46738 6.59123  0.077
58 O -1.68429 7.90960 15.86193  -0.099
59 H -11.39609 14.13892 17.33421  0.102
60 H -0.70278 8.87115 13.52361  0.076
61 C -0.38826 7.73323 15.34559  -0.333
62 H -3.71378 1.62763 11.21068  0.075
63 C -6.39689 19.03005 14.91898  -0.082
64 C -7.89670 16.61418 3.27035  -0.324
65 H -2.47415 11.37424 -1.13152  0.070
66 O -7.94599 17.54621 13.75092  -0.060
67 C -9.88565 12.58889 17.62528  -0.069
68 H 0.66981 15.14046 7.66856  0.080
69 C -12.14901 17.95145 8.27512  -0.087
70 H -10.81919 14.21013 18.95766  0.110
71 O -12.78770 16.95032 10.27044  -0.076
72 H -8.03782 11.84945 9.34601  0.076
73 H -13.42726 18.81332 9.84298  0.112
74 H -2.93361 2.14414 12.72382  0.072
75 H 0.92431 8.62936 14.15452  0.069
76 H 0.59422 16.90276 8.20078  0.078
77 H -12.76853 16.07957 9.86667  0.085
78 H -2.34493 13.08950 20.81131  0.105
79 C -10.50579 13.97336 17.94089  -0.346
80 H -6.01564 1.64920 12.31348  0.106
81 H -7.37568 17.17336 2.49320  0.107
82 C -3.83238 11.09915 0.58381  -0.366
83 H -8.42898 17.27550 3.95403  0.107
84 H -5.83166 10.68002 11.91082  0.062
85 C -5.93781 11.52697 11.23294  -0.084
86 H -5.82175 19.94682 14.78924  0.070
87 H -9.91484 16.39174 2.26895  0.061
88 H -12.68815 18.18136 7.35612  0.067
89 O -1.81929 11.17132 19.87629  -0.100
90 H -4.65736 10.41534 0.78363  0.106
91 C -6.24753 11.14943 9.78408  -0.308
92 H -12.14804 9.58757 11.44877  0.095
93 H -8.82081 15.13080 1.62129  0.068
94 H -4.12463 12.14825 0.62955  0.113
95 H -8.96416 12.55213 18.20632  0.069
96 H -6.70718 10.16711 9.67518  0.103
97 H -11.44582 18.74330 8.53321  0.074
98 H -5.04550 12.13585 11.37834  0.070
99 H -14.69634 9.98231 11.73891  0.057

Computed properties:
Structure (SMILES) ... CCO.CCO.CCO.CCO.CCO.CCO.CCO.CCO.CCO.CCO.CCO
Charge ... 0
HOMO energy ... -10.1 eV

***

Which of them is the least stable? Correct choice: y.